Entry 1:
A 2-piece molecular cluster, C3H9N2O overall in a non-equilibrium geometry, computed with ωB97M-V with the def2-TZVPD basis set.

XYZ file:
```
15
Properties=species:S:1:pos:R:3:nbo_charge:R:1
C 2.245 -0.424 0.170 0.576
C -0.790 -1.364 0.156 0.147
C -2.378 0.624 0.180 -0.413
N 3.132 0.473 -0.181 -0.731
N -1.481 -0.329 -0.572 -0.625
O 1.026 -0.446 -0.125 -0.672
H 2.576 -1.269 0.631 0.158
H -0.830 -1.080 1.166 0.118
H -3.073 0.118 0.680 0.222
H -1.651 0.992 0.941 0.223
H -2.943 1.266 -0.383 0.236
H 4.082 0.467 0.074 0.432
H 2.689 1.357 -0.405 0.412
H -0.619 0.092 -0.907 0.483
H -1.985 -0.478 -1.425 0.435
```

- 2S+1: 1
- Relative energy (zero: lowest compared OMol25 entry of this formula, charge and spin): 5.5268 eV
- Largest force on an atom: 5.30 eV Å⁻¹
- Total charge: +1
- HOMO-LUMO gap: 0.3453 Eh
- Calculated total energy: -8273.54711 eV
- HOMO level: -13.4 eV

=====

Entry 2:
C11H22BrN6O5PS2Zn as an isolated structure, computed with ωB97M-V with the def2-TZVPD basis set.

XYZ file:
```
49
Properties=species:S:1:pos:R:3:lowdin_spin:R:1
Zn 0.859 -0.142 -0.508 -0.002
N -0.692 -2.417 -0.554 0.002
N 0.287 -3.368 -0.259 0.044
C 1.503 -2.948 0.254 0.121
N 2.437 -3.931 0.440 0.054
N 1.696 -1.681 0.524 -0.030
N 2.763 -1.237 1.254 0.359
O 2.789 0.029 1.476 0.243
O 3.664 -2.054 1.696 0.190
H -1.593 -2.741 -0.239 0.000
H -0.668 -2.145 -1.537 0.001
H 0.368 -4.140 -0.905 0.006
H 2.069 -4.839 0.677 0.007
H 3.202 -3.570 1.015 -0.001
C -5.179 -0.985 0.389 0.000
C -4.063 -0.878 1.411 0.000
O -3.018 -0.096 0.841 0.000
P -1.741 0.315 1.779 0.000
S -1.162 -1.176 2.888 0.001
S -0.655 1.407 0.469 0.000
O -2.392 1.389 2.812 0.000
C -2.645 2.759 2.510 0.000
C -3.898 2.940 1.670 0.000
H -5.957 -1.653 0.762 0.000
H -4.785 -1.376 -0.549 0.000
H -5.613 -0.003 0.197 0.000
H -3.676 -1.864 1.679 0.000
H -4.425 -0.406 2.330 0.000
H -1.784 3.180 1.988 0.000
H -2.749 3.250 3.479 0.000
H -3.737 2.516 0.678 0.000
H -4.126 4.003 1.568 0.000
H -4.746 2.435 2.134 0.000
C 1.059 -0.371 -3.522 0.000
O 0.611 -0.815 -2.290 0.000
H 0.233 -0.317 -4.250 0.000
H 1.816 -1.055 -3.945 0.000
H 1.519 0.632 -3.491 0.000
Br 6.101 0.467 -2.862 0.000
C 4.678 1.298 -1.919 0.000
C 4.787 2.624 -1.537 0.001
C 3.690 3.174 -0.888 0.000
C 2.577 2.396 -0.654 0.001
N 2.501 1.113 -1.011 0.000
C 3.542 0.571 -1.641 0.002
H 5.687 3.189 -1.732 0.000
H 3.711 4.206 -0.563 0.000
H 1.706 2.787 -0.143 0.000
H 3.452 -0.471 -1.919 0.000
```

- 2S+1: 2
- Relative energy (zero: lowest compared OMol25 entry of this formula, charge and spin): 0.5392 eV
- Largest force on an atom: 0.72 eV Å⁻¹
- Total charge: -1
- HOMO-LUMO gap (alpha / beta): 0.1621 / 0.2822 Eh
- Calculated total energy: -180363.19185 eV
- HOMO level (alpha / beta): -2.0 / -5.3 eV

=====

Entry 3:
C22H49N2OP3STc as an isolated structure in a non-equilibrium geometry, computed with ωB97M-V with the def2-TZVPD basis set.

XYZ file:
```
79
Properties=species:S:1:pos:R:3:lowdin_spin:R:1
Tc -0.283 -0.220 -0.492 1.704
P -0.800 -2.045 0.695 0.020
P 0.288 -1.122 -2.369 0.018
P -2.666 0.436 -0.052 0.020
H 0.714 2.814 1.698 0.000
C -0.237 2.431 2.071 0.000
C -0.329 1.245 2.712 -0.002
H 0.504 0.513 2.690 0.000
C 0.663 -3.087 1.101 0.024
C -1.773 -3.306 -0.242 0.015
C -1.615 -1.958 2.347 -0.007
C 1.572 -0.243 -3.324 0.001
C 0.885 -2.802 -2.564 -0.006
C -1.314 -0.939 -3.202 0.053
C -3.349 1.091 1.538 -0.006
C -4.007 -0.825 -0.345 0.015
C -3.389 1.752 -1.143 0.015
H -1.089 3.017 1.731 0.000
H -1.269 0.795 3.005 0.000
H 1.495 -2.441 1.424 -0.001
H 0.962 -3.664 0.215 0.000
H 0.386 -3.770 1.918 0.002
H -1.122 -3.872 -0.916 0.000
H -2.574 -2.831 -0.817 0.000
H -2.227 -4.001 0.478 0.001
H -1.196 -1.121 2.916 0.000
H -1.392 -2.892 2.887 -0.001
H -2.705 -1.837 2.246 0.000
H 1.534 -0.657 -4.345 -0.001
H 2.530 -0.448 -2.833 0.000
H 1.397 0.839 -3.331 0.000
H 0.529 -3.058 -3.571 -0.001
H 0.479 -3.485 -1.815 0.000
H 1.981 -2.775 -2.509 0.000
H -1.093 -1.281 -4.214 0.009
H -1.657 0.104 -3.195 0.003
H -2.077 -1.568 -2.722 0.002
H -4.445 1.147 1.463 -0.001
H -2.950 2.095 1.697 0.000
H -3.096 0.460 2.394 0.000
H -4.973 -0.314 -0.252 0.002
H -3.996 -1.636 0.390 0.000
H -3.961 -1.251 -1.351 0.000
H -4.360 1.393 -1.533 0.001
H -2.677 1.964 -1.964 0.002
H -3.540 2.635 -0.494 0.001
C -0.243 2.929 -2.076 0.232
C -0.208 2.990 -3.471 0.067
C -0.811 4.075 -4.097 0.081
C -1.473 5.041 -3.330 0.314
C -1.530 4.920 -1.945 0.080
C -0.873 3.889 -1.292 0.079
O 0.347 1.823 -1.463 0.138
H 0.293 1.783 -0.424 -0.001
H 0.277 2.197 -4.034 0.000
H -0.751 4.148 -5.181 0.000
H -1.925 5.907 -3.813 0.011
H -2.064 5.657 -1.355 0.000
H -0.825 3.808 -0.213 0.000
C 3.812 -2.021 0.030 0.002
N 3.516 -1.620 1.400 -0.001
C 4.384 -2.170 2.454 0.001
C 2.795 -0.492 1.610 0.015
S 2.046 0.338 0.271 0.086
N 2.848 0.097 2.854 0.013
C 2.366 -0.541 4.097 0.001
C 2.974 1.563 2.885 0.001
H 4.441 -1.270 -0.474 0.000
H 2.874 -2.151 -0.534 0.000
H 4.355 -2.973 0.048 0.000
H 4.743 -1.345 3.093 0.000
H 3.817 -2.918 3.039 0.000
H 5.237 -2.653 1.958 0.000
H 3.144 -0.470 4.853 0.000
H 1.484 -0.031 4.475 0.000
H 2.121 -1.588 3.927 0.000
H 3.669 1.883 2.084 0.000
H 2.000 2.066 2.746 0.001
H 3.403 1.846 3.858 0.000
```

- 2S+1: 4
- Relative energy (zero: lowest compared OMol25 entry of this formula, charge and spin): 0.1300 eV
- Largest force on an atom: 4.63 eV Å⁻¹
- Total charge: +4
- HOMO-LUMO gap (alpha / beta): 0.2408 / 0.1595 Eh
- Calculated total energy: -69493.48929 eV
- HOMO level (alpha / beta): -19.8 / -19.8 eV